# 1
101
Properties=species:S:1:pos:R:3:mulliken_spin:R:1 method="wB97M-V/def2-TZVPD" gap_ha="0.2319 / 0.2306" molar_mass_da=904.90 s_squared=0.766 spin_multiplicity=2 e_homo_ev="-6.264 / -6.212" lumo_energy_ev="0.0 / 0.1"
Co -0.06 0.72 0.41 0.99
N 4.15 0.16 0.21 0.00
C 2.82 0.40 0.12 0.00
S 1.86 0.24 1.52 -0.04
N 2.41 0.80 -1.09 0.01
N 1.09 1.05 -1.11 0.02
C 0.53 1.55 -2.18 0.03
C 1.24 1.96 -3.40 0.00
C 2.21 1.16 -4.01 0.00
C 2.85 1.58 -5.16 0.00
C 2.56 2.82 -5.72 0.00
C 1.62 3.64 -5.11 0.00
C 0.96 3.21 -3.97 0.00
C -0.93 1.74 -2.04 0.00
C -1.79 1.99 -3.11 0.00
C -3.15 2.09 -2.87 0.00
C -3.62 1.95 -1.58 0.00
C -2.71 1.68 -0.56 0.01
N -1.41 1.58 -0.80 -0.03
H 4.47 -0.38 0.99 0.00
H 4.66 0.08 -0.66 0.00
H 2.45 0.21 -3.57 0.00
H 3.59 0.94 -5.62 0.00
H 3.07 3.15 -6.61 0.00
H 1.39 4.61 -5.52 0.00
H 0.24 3.86 -3.49 0.00
H -1.39 2.07 -4.12 0.00
H -3.83 2.26 -3.69 0.00
H -4.68 2.02 -1.35 0.00
H -3.02 1.50 0.46 0.00
C 1.21 3.97 0.15 0.00
C 0.39 3.88 1.41 0.00
C 0.27 5.01 2.25 0.00
C -0.44 4.91 3.40 0.00
C -1.05 3.68 3.75 0.00
C -1.78 3.53 4.95 0.00
C -2.35 2.32 5.22 0.00
C -2.22 1.24 4.33 0.00
C -1.53 1.35 3.14 0.01
S -1.45 -0.01 2.05 -0.03
C -0.91 2.60 2.84 0.00
N -0.18 2.73 1.69 0.04
H 1.75 4.92 0.11 0.00
H 0.56 3.91 -0.73 0.00
H 1.92 3.15 0.10 0.00
H 0.76 5.94 1.96 0.00
H -0.54 5.75 4.07 0.00
H -1.87 4.36 5.62 0.00
H -2.91 2.18 6.14 0.00
H -2.69 0.29 4.57 0.00
O -1.51 -1.08 -0.96 -0.02
P -1.93 -2.37 -1.55 0.00
C -0.91 -3.80 -1.11 0.00
P 0.88 -3.58 -1.35 0.01
O 1.44 -2.35 -0.76 0.00
C 1.13 -3.66 -3.14 0.00
C 1.97 -2.69 -3.67 0.00
C 2.21 -2.66 -5.04 0.00
C 1.61 -3.59 -5.87 0.00
C 0.77 -4.56 -5.34 0.00
C 0.53 -4.59 -3.98 0.00
C 1.57 -5.09 -0.62 0.00
C 1.61 -5.13 0.77 0.00
C 2.16 -6.22 1.42 0.00
C 2.67 -7.28 0.68 0.00
C 2.65 -7.24 -0.70 0.00
C 2.10 -6.14 -1.35 0.00
C -1.90 -2.40 -3.36 0.00
C -1.23 -1.36 -3.99 0.00
C -1.10 -1.36 -5.37 0.00
C -1.65 -2.39 -6.12 0.00
C -2.32 -3.43 -5.49 0.00
C -2.44 -3.44 -4.11 0.00
C -3.60 -2.78 -0.98 0.00
C -4.72 -2.83 -1.80 0.00
C -5.98 -3.03 -1.24 0.00
C -6.12 -3.16 0.13 0.00
C -5.00 -3.09 0.95 0.00
C -3.75 -2.90 0.40 0.00
H -1.24 -4.66 -1.70 0.00
H -1.07 -4.04 -0.05 0.00
H 2.40 -1.95 -3.01 0.00
H 2.86 -1.90 -5.46 0.00
H 1.80 -3.57 -6.94 0.00
H 0.29 -5.28 -5.99 0.00
H -0.13 -5.35 -3.57 0.00
H 1.24 -4.29 1.35 0.00
H 2.19 -6.25 2.50 0.00
H 3.10 -8.14 1.19 0.00
H 3.07 -8.06 -1.28 0.00
H 2.10 -6.11 -2.44 0.00
H -0.80 -0.57 -3.39 0.00
H -0.56 -0.56 -5.86 0.00
H -1.56 -2.38 -7.20 0.00
H -2.75 -4.23 -6.08 0.00
H -2.95 -4.27 -3.62 0.00
H -4.63 -2.70 -2.87 0.00
H -6.85 -3.06 -1.88 0.00
H -7.10 -3.31 0.56 0.00
H -5.11 -3.17 2.03 0.00
H -2.89 -2.78 1.06 0.00

***

# 2
104
Properties=species:S:1:pos:R:3:mulliken_spin:R:1 method="wB97M-V/def2-TZVPD" gap_ha="0.1601 / 0.2513" molar_mass_da=946.92 total_charge=+1 s_squared=9.086 spin_multiplicity=6 e_homo_ev="-9.683 / -10.497" lumo_energy_ev="-5.3 / -3.7"
Fe -1.73 0.92 1.36 3.26
N -1.57 0.66 3.41 -0.06
C -0.69 1.56 4.16 0.00
C -1.10 3.01 3.96 0.01
C -0.73 3.53 2.58 0.00
O -0.36 4.68 2.41 0.01
O -0.84 2.67 1.61 0.06
H -2.50 0.64 3.83 0.01
H -1.23 -0.30 3.43 0.01
H 0.33 1.39 3.82 -0.01
H -0.73 1.32 5.23 -0.01
H -0.66 3.66 4.71 0.00
H -2.19 3.09 4.03 0.00
F -6.62 -0.13 0.11 0.00
C -6.93 0.58 1.21 -0.01
F -6.91 -0.27 2.25 0.00
F -8.19 1.02 1.07 0.00
C -5.97 1.73 1.41 0.03
C -6.42 3.03 1.49 0.00
C -5.51 4.06 1.65 0.01
C -4.16 3.74 1.73 0.00
N -3.72 2.48 1.67 0.03
C -4.59 1.49 1.51 0.05
S -3.86 -0.08 1.48 -0.34
H -7.48 3.23 1.43 0.00
H -5.83 5.09 1.72 0.00
H -3.41 4.50 1.87 0.00
C 6.18 4.52 1.20 0.00
C 4.96 3.64 1.22 0.00
C 3.71 4.15 0.90 0.00
C 2.59 3.34 0.89 0.01
C 2.74 1.99 1.19 0.00
C 3.97 1.47 1.56 0.00
C 5.07 2.30 1.58 0.00
S 1.31 0.92 1.04 -0.02
O 1.40 -0.07 2.15 0.01
C 1.79 0.14 -0.52 -0.02
C 1.84 1.06 -1.59 0.02
C 2.01 0.62 -2.87 -0.02
C 2.06 -0.77 -3.15 0.01
C 2.17 -1.24 -4.47 0.00
C 2.17 -2.58 -4.74 0.00
C 2.06 -3.51 -3.68 0.00
C 1.98 -3.08 -2.38 0.00
C 1.99 -1.69 -2.08 0.00
C 1.88 -1.22 -0.73 0.01
C 1.92 -2.23 0.36 0.01
C 3.13 -2.92 0.64 0.00
C 4.35 -2.57 0.01 0.00
C 5.51 -3.23 0.31 0.00
C 5.51 -4.28 1.25 0.00
C 4.35 -4.63 1.88 0.00
C 3.14 -3.96 1.60 0.00
C 1.94 -4.29 2.28 0.00
C 0.79 -3.58 2.05 0.00
C 0.80 -2.57 1.08 0.00
S -0.65 -1.54 0.91 -0.03
O -1.49 -1.80 2.12 0.03
C -1.48 -2.33 -0.46 0.27
C -1.32 -3.63 -0.82 -0.02
C -1.95 -4.14 -1.96 0.36
C -2.78 -3.32 -2.76 -0.11
C -3.43 -3.89 -3.99 0.01
C -2.96 -2.01 -2.43 0.34
C -2.31 -1.37 -1.25 0.02
H 5.92 5.56 1.03 0.00
H 6.86 4.21 0.40 0.00
H 6.73 4.44 2.13 0.00
H 3.60 5.20 0.65 0.00
H 1.61 3.74 0.67 0.00
H 4.04 0.42 1.84 0.00
H 6.03 1.90 1.86 0.00
H 1.77 2.12 -1.38 0.00
H 2.07 1.32 -3.69 0.00
H 2.25 -0.52 -5.28 0.00
H 2.25 -2.94 -5.75 0.00
H 2.05 -4.57 -3.90 0.00
H 1.90 -3.79 -1.58 0.01
H 4.36 -1.76 -0.71 0.00
H 6.43 -2.95 -0.17 0.00
H 6.43 -4.79 1.48 0.00
H 4.34 -5.43 2.62 0.00
H 1.94 -5.10 2.99 0.00
H -0.12 -3.78 2.59 0.00
H -0.71 -4.29 -0.21 0.02
H -1.81 -5.18 -2.23 0.01
H -3.58 -4.97 -3.89 0.00
H -2.80 -3.72 -4.87 -0.01
H -4.39 -3.42 -4.17 0.00
H -3.61 -1.38 -3.02 -0.01
H -3.11 -0.97 -0.61 0.12
N -2.15 3.37 -0.72 0.03
C -1.94 2.25 -1.43 0.05
C -1.97 2.39 -2.86 0.43
C -1.69 1.30 -3.68 -0.06
C -1.41 0.10 -3.11 0.34
C -1.44 -0.09 -1.63 -0.04
N -1.74 1.09 -0.82 0.09
H -2.16 4.25 -1.21 0.00
H -1.84 3.37 0.24 0.00
H -2.21 3.36 -3.28 0.01
H -1.66 1.43 -4.75 0.01
H -1.14 -0.77 -3.69 0.01
H -0.41 -0.39 -1.37 0.06

***

One value per record, in order, for energy: -5140.0297 -5131.3602 a.u..